This record from OMol25 describes a structure of composition C7H18FeN5O. The level of theory is wB97M-V/def2-TZVPD.

Positions of all 32 atoms, in Å:
Fe (0.716, -0.934, -0.358)
N (-0.401, -0.524, -2.120)
C (-1.695, 0.118, -1.771)
C (-1.392, 1.276, -0.842)
N (-0.597, 0.803, 0.319)
C (0.308, 1.868, 0.813)
C (1.574, 1.896, -0.018)
N (2.183, 0.536, 0.032)
C (-1.490, 0.313, 1.396)
C (-0.763, -0.690, 2.271)
N (-0.198, -1.739, 1.382)
H (0.118, 0.077, -2.761)
H (-0.549, -1.391, -2.633)
H (-2.316, -0.636, -1.284)
H (-2.232, 0.456, -2.657)
H (-2.311, 1.768, -0.516)
H (-0.812, 2.026, -1.383)
H (0.568, 1.645, 1.850)
H (-0.185, 2.843, 0.817)
H (2.266, 2.659, 0.337)
H (1.360, 2.119, -1.064)
H (2.597, 0.384, 0.953)
H (2.967, 0.471, -0.617)
H (-2.346, -0.179, 0.928)
H (-1.887, 1.139, 1.991)
H (-1.436, -1.115, 3.015)
H (0.065, -0.233, 2.812)
H (-0.939, -2.371, 1.077)
H (0.455, -2.333, 1.890)
O (2.650, -4.401, -1.651)
C (2.135, -3.438, -1.295)
N (1.587, -2.413, -0.914)

Summary:
- Kohn-Sham gap (alpha / beta): 11.32 / 8.83 eV
- Expectation value of S²: 8.7670
- Spin multiplicity: 6
- Charge: +2
- HOMO energy (alpha / beta): -0.640 / -0.653 hartree
- Lowest unoccupied orbital energy (alpha / beta): -0.2238 / -0.3289 hartree
- Largest force on an atom: 0.56 eV Å⁻¹

---

This record from OMol25 describes a structure of composition NO7PRb2 in a non-equilibrium geometry. The level of theory is wB97M-V/def2-TZVPD.

Positions of all 11 atoms, in Å:
Rb (0.634, 1.378, -0.019)
Rb (0.304, 3.853, -3.090)
N (2.456, -0.201, -4.812)
O (3.079, 0.543, -5.615)
O (1.361, 0.132, -4.256)
O (2.841, -1.345, -4.493)
P (-2.223, -0.891, 4.509)
O (-1.734, -2.185, 5.329)
O (-1.578, -0.995, 3.047)
O (-1.386, 0.379, 5.045)
O (-3.754, -0.669, 4.356)

Summary:
- Kohn-Sham gap: 1.83 eV
- Spin multiplicity: 1
- Charge: -2
- HOMO energy: 0.005 hartree
- Lowest unoccupied orbital energy: 0.0721 hartree
- Largest force on an atom: 3.34 eV Å⁻¹

---

This record from OMol25 describes a cluster of 9 separate species, C35H43F25O19 in total in a non-equilibrium geometry. The level of theory is wB97M-V/def2-TZVPD.

Positions of all 122 atoms, in Å:
O (4.546, -4.889, -0.369)
C (3.532, -4.984, -0.963)
O (2.366, -5.133, -0.271)
C (1.280, -5.190, -1.136)
C (1.912, -5.068, -2.561)
F (1.609, -3.870, -3.142)
O (3.351, -5.149, -2.278)
H (0.829, -6.166, -0.975)
H (0.584, -4.354, -0.839)
H (1.719, -5.854, -3.253)
C (0.394, -2.288, 1.210)
C (1.714, -1.593, 0.785)
O (1.366, -0.393, 0.116)
C (1.270, 0.708, 0.788)
O (1.242, 0.834, 1.978)
C (0.990, 1.893, -0.156)
F (1.271, 1.645, -1.458)
F (-0.342, 2.061, -0.133)
F (1.592, 3.044, 0.155)
H (0.643, -3.185, 1.720)
H (-0.148, -2.394, 0.253)
H (-0.196, -1.665, 1.855)
H (2.316, -2.080, 0.032)
H (2.345, -1.327, 1.653)
C (6.646, -3.022, 2.916)
C (5.455, -2.329, 2.240)
O (5.662, -0.890, 2.355)
C (4.973, -0.067, 1.485)
O (4.292, -0.364, 0.604)
C (5.371, 1.427, 1.831)
F (4.512, 2.237, 1.190)
F (5.273, 1.591, 3.137)
F (6.629, 1.698, 1.490)
H (7.506, -3.095, 2.270)
H (6.368, -4.020, 3.242)
H (6.845, -2.519, 3.822)
H (4.521, -2.527, 2.711)
H (5.359, -2.624, 1.196)
C (-0.285, 1.399, 6.158)
C (0.572, 0.522, 5.252)
O (0.504, -0.841, 5.760)
C (-0.559, -1.533, 5.459)
O (-1.555, -1.278, 4.804)
C (-0.481, -2.912, 6.131)
F (-1.019, -3.765, 5.242)
F (0.723, -3.316, 6.479)
F (-1.303, -2.965, 7.229)
H (0.033, 2.418, 6.022)
H (0.029, 1.094, 7.188)
H (-1.356, 1.190, 5.933)
H (1.657, 0.708, 5.226)
H (0.062, 0.485, 4.213)
C (0.222, 0.034, -5.242)
C (0.062, -0.830, -3.963)
O (-1.306, -0.630, -3.432)
C (-1.576, -1.423, -2.377)
O (-0.937, -2.313, -1.987)
C (-2.804, -0.829, -1.665)
F (-2.719, 0.485, -1.396)
F (-3.920, -0.981, -2.421)
F (-2.994, -1.455, -0.495)
H (-0.689, 0.301, -5.767)
H (0.878, -0.468, -5.976)
H (0.798, 0.913, -4.951)
H (0.767, -0.431, -3.185)
H (0.096, -1.894, -4.169)
C (-1.642, 3.265, -2.812)
C (-2.838, 3.345, -3.740)
O (-2.405, 3.794, -5.003)
C (-3.077, 4.728, -5.649)
O (-4.089, 5.269, -5.309)
C (-2.410, 4.922, -7.009)
F (-2.654, 3.898, -7.808)
F (-2.922, 6.010, -7.520)
F (-1.081, 5.081, -6.941)
H (-1.996, 3.096, -1.808)
H (-1.126, 4.181, -2.828)
H (-0.989, 2.439, -3.036)
H (-3.596, 4.040, -3.379)
H (-3.263, 2.369, -3.949)
C (-3.033, -5.806, 3.073)
C (-3.027, -4.542, 2.251)
O (-3.875, -4.626, 1.085)
C (-3.275, -4.852, -0.075)
O (-2.092, -5.054, -0.315)
C (-4.259, -4.723, -1.260)
F (-4.689, -5.979, -1.319)
F (-5.288, -3.914, -1.216)
F (-3.491, -4.309, -2.277)
H (-3.999, -6.127, 3.464)
H (-2.441, -5.762, 3.961)
H (-2.701, -6.666, 2.430)
H (-1.962, -4.270, 1.901)
H (-3.411, -3.644, 2.675)
C (-2.770, 2.883, 3.236)
C (-2.706, 1.601, 2.516)
O (-3.919, 1.332, 1.725)
C (-4.024, 1.977, 0.557)
O (-3.252, 2.752, 0.097)
C (-5.307, 1.539, -0.065)
F (-5.317, 0.196, -0.256)
F (-6.400, 1.868, 0.670)
F (-5.449, 2.021, -1.312)
H (-2.829, 3.685, 2.503)
H (-1.796, 3.015, 3.812)
H (-3.667, 2.876, 3.843)
H (-2.765, 0.797, 3.197)
H (-1.794, 1.528, 1.903)
C (1.269, 6.291, -0.483)
C (2.223, 6.558, -1.615)
O (3.174, 5.466, -1.855)
C (2.729, 4.526, -2.714)
O (1.593, 4.321, -2.934)
C (3.945, 3.632, -3.209)
F (4.655, 4.376, -4.073)
F (4.729, 3.210, -2.203)
F (3.503, 2.550, -3.884)
H (0.599, 7.195, -0.367)
H (1.700, 6.124, 0.454)
H (0.615, 5.549, -0.866)
H (2.822, 7.417, -1.397)
H (1.574, 6.770, -2.436)

Summary:
- Kohn-Sham gap: 11.24 eV
- Energy relative to the best compared isomer or geometry (same formula, charge and spin): 0.0 kcal per mole
- Spin multiplicity: 1
- HOMO energy: -0.404 hartree
- Lowest unoccupied orbital energy: 0.0095 hartree
- Largest force on an atom: 5.42 eV Å⁻¹

---

This record from OMol25 describes the ion C4H10NO with charge +1 in a non-equilibrium geometry. The level of theory is wB97M-V/def2-TZVPD.

Positions of all 16 atoms, in Å:
C (2.633, -0.172, -0.248)
C (1.178, -0.558, -0.024)
N (0.212, 0.430, -0.638)
C (-0.726, 1.070, 0.332)
C (-1.849, 0.068, 0.619)
O (-1.876, -0.996, 0.081)
H (2.728, 0.690, -0.913)
H (3.173, -0.985, -0.700)
H (3.170, 0.057, 0.672)
H (0.922, -1.534, -0.426)
H (0.872, -0.649, 1.015)
H (0.674, 1.182, -1.151)
H (-0.394, -0.055, -1.311)
H (-1.210, 1.936, -0.099)
H (-0.189, 1.310, 1.239)
H (-2.602, 0.474, 1.307)

Summary:
- Kohn-Sham gap: 11.73 eV
- Energy relative to the best compared isomer or geometry (same formula, charge and spin): 20.4 kcal per mole
- Spin multiplicity: 1
- Charge: +1
- HOMO energy: -0.557 hartree
- Lowest unoccupied orbital energy: -0.1260 hartree
- Largest force on an atom: 1.03 eV Å⁻¹

---

This record from OMol25 describes the molecule C5H8N4O2S in a non-equilibrium geometry. The level of theory is wB97M-V/def2-TZVPD.

Positions of all 20 atoms, in Å:
H (-3.166, 0.092, -0.485)
N (-2.544, -0.450, 0.101)
C (-1.442, 0.086, 0.153)
C (-0.347, -0.579, 0.961)
S (-0.017, 0.302, 2.485)
C (1.006, -0.863, 0.284)
N (1.852, 0.193, 0.008)
C (1.777, 0.480, -1.367)
C (1.170, -0.485, -2.033)
N (0.807, -1.469, -1.060)
N (-0.164, -2.444, -1.309)
O (-0.307, -2.661, -2.482)
O (-0.542, -3.012, -0.336)
H (-1.135, 1.154, -0.124)
H (-0.704, -1.576, 1.144)
H (-1.122, 0.098, 3.118)
H (1.529, -1.640, 0.927)
H (1.934, 0.781, 0.803)
H (2.188, 1.297, -1.840)
H (0.997, -0.635, -3.091)

Summary:
- Kohn-Sham gap: 8.69 eV
- Energy relative to the best compared isomer or geometry (same formula, charge and spin): 142.5 kcal per mole
- Spin multiplicity: 1
- HOMO energy: -0.298 hartree
- Lowest unoccupied orbital energy: 0.0213 hartree
- Largest force on an atom: 4.66 eV Å⁻¹

---

This record from OMol25 describes a structure of composition C22H49FIN10O24P2S2 in a non-equilibrium geometry. The level of theory is wB97M-V/def2-TZVPD.

Positions of all 111 atoms, in Å:
C (3.308, -3.448, 2.982)
C (3.002, -2.697, 1.805)
C (1.976, -1.432, 1.651)
C (1.233, -1.800, 0.293)
C (-0.036, -0.990, -0.133)
O (-1.183, -1.007, 0.346)
F (0.085, -0.147, -1.306)
C (3.044, -0.193, 1.510)
S (4.146, 0.020, 2.973)
C (2.206, 1.088, 1.048)
C (3.131, 2.438, 0.997)
C (4.556, 2.206, 0.297)
O (5.569, 2.456, 1.332)
C (6.881, 2.465, 0.773)
O (7.443, 1.495, 0.223)
C (0.966, 1.367, 2.047)
C (-0.221, 2.017, 1.169)
P (-0.511, 3.859, 1.619)
O (-1.387, 4.540, 0.567)
O (-1.192, 4.088, 3.157)
O (0.984, 4.734, 1.624)
C (0.580, 0.193, 3.070)
P (-1.286, 0.214, 3.601)
S (-1.554, -0.221, 5.476)
N (1.151, -1.173, 2.849)
I (-0.216, -2.776, 3.065)
H (4.036, -3.121, 3.808)
H (2.763, -4.458, 3.137)
H (3.567, -2.956, 0.827)
H (0.966, -2.927, 0.274)
H (2.024, -1.695, -0.548)
H (3.711, -0.500, 0.617)
H (3.832, 1.247, 3.540)
H (1.915, 0.903, -0.045)
H (3.276, 2.915, 2.022)
H (2.546, 3.154, 0.301)
H (4.710, 3.019, -0.512)
H (4.682, 1.205, -0.233)
H (7.479, 3.444, 0.892)
H (1.341, 2.269, 2.678)
H (-1.187, 1.426, 1.098)
H (0.156, 2.100, 0.075)
H (-0.568, 3.889, 3.890)
H (1.436, 4.609, 2.495)
H (1.030, 0.550, 4.084)
H (-1.631, 1.623, 3.486)
H (-2.143, -0.445, 2.673)
H (1.778, -1.377, 3.667)
C (7.597, 6.343, 3.433)
N (7.883, 5.582, 2.189)
O (7.022, 5.578, 1.320)
O (8.961, 5.016, 2.124)
H (6.609, 6.792, 3.350)
H (7.632, 5.638, 4.264)
H (8.363, 7.111, 3.533)
C (-1.182, -0.839, -4.111)
N (-0.363, -1.650, -5.049)
O (-0.160, -1.190, -6.160)
O (0.049, -2.725, -4.636)
H (-1.476, 0.080, -4.607)
H (-2.058, -1.430, -3.844)
H (-0.567, -0.625, -3.239)
C (-3.004, 3.137, -2.450)
N (-2.721, 2.400, -3.711)
O (-3.582, 2.412, -4.574)
O (-1.640, 1.833, -3.790)
H (-3.992, 3.587, -2.521)
H (-2.966, 2.418, -1.633)
H (-2.238, 3.904, -2.339)
C (-6.986, 2.245, -5.389)
N (-8.153, 1.544, -4.794)
O (-9.146, 1.415, -5.491)
O (-8.030, 1.146, -3.646)
H (-7.234, 2.541, -6.407)
H (-6.778, 3.118, -4.773)
H (-6.147, 1.549, -5.384)
C (-4.763, 3.531, 2.254)
N (-4.447, 2.759, 1.025)
O (-5.292, 2.726, 0.150)
O (-3.355, 2.210, 0.983)
H (-5.758, 3.961, 2.152)
H (-4.725, 2.840, 3.096)
H (-4.012, 4.315, 2.351)
C (7.575, -4.050, 4.264)
N (6.223, -4.647, 4.428)
O (5.408, -4.022, 5.095)
O (6.026, -5.719, 3.886)
H (7.607, -3.102, 4.797)
H (8.297, -4.751, 4.680)
H (7.739, -3.898, 3.197)
C (-0.322, -7.304, 2.121)
N (0.873, -6.462, 2.393)
O (1.199, -5.652, 1.537)
O (1.443, -6.642, 3.455)
H (-0.725, -7.036, 1.145)
H (-0.001, -8.345, 2.133)
H (-1.050, -7.105, 2.907)
C (-10.398, -0.513, -3.113)
N (-10.779, -1.809, -2.491)
O (-10.189, -2.808, -2.870)
O (-11.657, -1.777, -1.643)
H (-9.613, -0.692, -3.842)
H (-11.286, -0.107, -3.595)
H (-10.044, 0.141, -2.319)
C (-0.557, -4.766, -7.381)
N (-1.914, -5.342, -7.195)
O (-2.698, -4.717, -6.497)
O (-2.146, -6.400, -7.755)
H (-0.494, -3.831, -6.829)
H (0.162, -5.489, -6.998)
H (-0.416, -4.595, -8.448)

Summary:
- Kohn-Sham gap: 5.87 eV
- Energy relative to the best compared isomer or geometry (same formula, charge and spin): 0.0 kcal per mole
- Spin multiplicity: 1
- Charge: +1
- HOMO energy: -0.408 hartree
- Lowest unoccupied orbital energy: -0.1918 hartree
- Largest force on an atom: 5.30 eV Å⁻¹